{"formula": "C47H50N5O10PS2Tl", "method": "ωB97M-V/def2-TZVPD", "gap_ev": 6.795, "multiplicity": 1, "e_lumo_ev": 1.56, "homo_ev": -5.24, "charge": -1, "elements": ["Tl", "C", "C", "N", "N", "C", "N", "S", "C", "C", "C", "C", "C", "N", "H", "H", "H", "H", "H", "H", "H", "H", "H", "H", "C", "O", "C", "C", "O", "C", "C", "O", "C", "H", "H", "H", "H", "H", "H", "H", "H", "H", "H", "H", "H", "H", "H", "O", "C", "O", "C", "P", "C", "C", "C", "C", "C", "C", "C", "C", "C", "C", "C", "C", "H", "H", "H", "H", "H", "H", "H", "H", "H", "H", "H", "H", "O", "C", "O", "C", "C", "C", "C", "C", "C", "N", "O", "O", "H", "H", "H", "H", "O", "S", "C", "C", "C", "C", "C", "C", "C", "C", "C", "C", "C", "C", "H", "H", "H", "H", "H", "H", "H", "H", "H", "H"], "coordinates": [[0.33, 0.27, 0.26], [-0.62, -4.07, -4.22], [-0.26, -2.71, -3.67], [0.01, -2.55, -2.43], [-0.17, -3.66, -1.69], [0.18, -3.85, -0.37], [-0.30, -5.06, 0.07], [1.16, -2.93, 0.59], [-0.26, -1.55, -4.60], [-0.80, -1.66, -5.88], [-0.79, -0.55, -6.72], [-0.27, 0.64, -6.25], [0.20, 0.68, -4.95], [0.22, -0.39, -4.15], [0.03, -4.83, -3.79], [-0.49, -4.10, -5.30], [-1.66, -4.32, -3.99], [-0.63, -4.45, -2.13], [-1.23, -5.34, -0.22], [-0.13, -5.20, 1.06], [-1.24, -2.58, -6.23], [-1.21, -0.63, -7.71], [-0.25, 1.52, -6.88], [0.57, 1.59, -4.51], [-0.73, 4.74, -0.85], [-0.62, 3.57, -0.08], [0.18, 3.73, 1.09], [1.68, 3.68, 0.80], [1.96, 2.70, -0.18], [3.33, 2.33, -0.17], [3.60, 1.30, -1.24], [2.95, 0.09, -0.94], [3.30, -0.96, -1.81], [-1.20, 4.46, -1.80], [-1.35, 5.49, -0.34], [0.24, 5.20, -1.07], [-0.08, 2.90, 1.75], [-0.06, 4.67, 1.60], [2.20, 3.44, 1.74], [2.05, 4.65, 0.44], [3.61, 1.91, 0.80], [3.95, 3.21, -0.38], [4.69, 1.14, -1.29], [3.27, 1.67, -2.22], [4.37, -1.21, -1.71], [3.10, -0.70, -2.85], [2.70, -1.81, -1.52], [-1.34, 1.96, 4.73], [-1.42, 1.09, 3.86], [-0.84, 1.07, 2.72], [-2.31, -0.17, 4.07], [-2.11, -1.10, 2.48], [-2.98, -2.67, 3.00], [-4.23, -2.73, 3.64], [-4.72, -3.94, 4.10], [-3.98, -5.11, 3.94], [-2.75, -5.06, 3.30], [-2.26, -3.85, 2.84], [-3.50, -0.35, 1.47], [-3.38, 0.92, 1.04], [-4.19, 1.70, 0.05], [-6.44, 0.44, 0.61], [-5.83, -0.92, 0.69], [-4.60, -1.25, 1.08], [-3.34, 0.10, 4.28], [-1.94, -0.78, 4.88], [-4.81, -1.83, 3.77], [-5.69, -3.98, 4.59], [-4.36, -6.05, 4.31], [-2.17, -5.97, 3.18], [-1.28, -3.79, 2.37], [-2.52, 1.48, 1.40], [-3.94, 2.75, 0.17], [-7.40, 0.38, 0.10], [-6.50, -1.72, 0.41], [-4.37, -2.30, 1.14], [4.32, 0.61, 2.44], [3.22, 0.04, 2.58], [2.14, 0.27, 1.96], [3.14, -1.06, 3.64], [4.30, -1.50, 4.25], [4.25, -2.47, 5.25], [3.04, -2.99, 5.65], [1.88, -2.55, 5.02], [1.91, -1.59, 4.02], [0.60, -3.12, 5.43], [0.62, -4.04, 6.24], [-0.42, -2.67, 4.96], [5.24, -1.06, 3.94], [5.16, -2.80, 5.73], [2.97, -3.73, 6.43], [1.01, -1.25, 3.53], [-4.02, 2.54, -2.51], [-3.35, 1.52, -1.64], [-4.03, -0.06, -2.19], [-3.48, -1.26, -1.76], [-4.03, -2.45, -2.19], [-5.11, -2.45, -3.07], [-5.62, -1.24, -3.53], [-5.07, -0.04, -3.10], [-5.67, 1.57, -0.02], [-6.66, 1.11, 1.94], [-7.64, 2.03, 2.07], [-8.33, 2.63, 0.97], [-7.77, 2.85, -0.26], [-6.40, 2.58, -0.57], [-2.63, -1.25, -1.08], [-3.63, -3.39, -1.84], [-5.55, -3.38, -3.38], [-6.45, -1.24, -4.24], [-5.43, 0.92, -3.44], [-6.03, 0.82, 2.77], [-7.88, 2.39, 3.07], [-9.29, 3.08, 1.18], [-8.33, 3.46, -0.96], [-5.89, 3.28, -1.22]], "lowdin_charge": [0.88, -0.03, -0.26, 0.13, -0.04, -0.87, 0.06, 0.68, -0.23, -0.03, -0.07, -0.06, -0.12, 0.14, 0.09, 0.07, 0.09, 0.10, 0.10, 0.07, 0.10, 0.11, 0.10, 0.11, -0.11, -0.23, -0.18, -0.19, -0.21, -0.19, -0.20, -0.29, -0.12, 0.09, 0.09, 0.08, 0.09, 0.13, 0.14, 0.12, 0.10, 0.13, 0.13, 0.13, 0.09, 0.08, 0.03, -0.01, -0.73, -0.27, -0.23, 1.07, -0.39, -0.10, -0.09, -0.10, -0.10, -0.13, -0.32, -0.11, -0.32, -0.26, -0.03, -0.13, 0.08, 0.07, 0.10, 0.10, 0.09, 0.09, 0.06, 0.08, 0.12, 0.14, 0.11, 0.09, -0.01, -0.61, -0.19, -0.10, -0.01, -0.07, -0.02, -0.14, 0.06, -0.33, 0.05, 0.06, 0.11, 0.10, 0.11, 0.11, -0.53, 1.01, -0.35, -0.09, -0.09, -0.09, -0.08, -0.07, -0.17, -0.02, -0.10, -0.11, -0.09, -0.05, 0.10, 0.10, 0.10, 0.10, 0.11, 0.12, 0.10, 0.09, 0.10, 0.11]}



{"formula": "C47H51AsBrDyO9PS", "method": "ωB97M-V/def2-TZVPD", "gap_ev": [7.424, 7.422], "multiplicity": 6, "e_lumo_ev": [2.42, 2.42], "homo_ev": [-5.00, -5.00], "charge": -1, "s2": 9.331, "elements": ["Dy", "C", "C", "C", "C", "C", "C", "C", "H", "H", "H", "H", "H", "H", "H", "H", "O", "As", "O", "O", "C", "C", "C", "C", "C", "C", "S", "O", "O", "O", "H", "H", "H", "H", "H", "C", "C", "C", "C", "C", "C", "C", "Br", "C", "O", "C", "C", "C", "C", "C", "C", "H", "H", "H", "H", "H", "H", "H", "H", "H", "H", "H", "H", "H", "H", "H", "H", "H", "H", "H", "H", "C", "C", "O", "O", "H", "H", "H", "C", "C", "C", "C", "C", "C", "P", "C", "C", "C", "C", "C", "C", "C", "C", "C", "C", "C", "C", "H", "H", "H", "H", "H", "H", "H", "H", "H", "H", "H", "H", "H", "H", "H"], "coordinates": [[-0.85, -0.84, 0.70], [2.61, -4.35, 1.04], [1.52, -4.21, 0.03], [1.54, -3.14, -0.87], [0.59, -3.04, -1.87], [-0.39, -4.01, -1.99], [-0.46, -5.03, -1.06], [0.49, -5.13, -0.06], [3.59, -4.19, 0.59], [2.58, -5.34, 1.50], [2.46, -3.62, 1.83], [2.36, -2.43, -0.81], [0.64, -2.23, -2.60], [-1.11, -3.96, -2.80], [-1.25, -5.76, -1.13], [0.44, -5.93, 0.67], [0.60, -2.22, 4.73], [-0.23, -2.92, 3.24], [0.38, -4.43, 3.15], [0.39, -1.90, 2.09], [-1.92, -3.20, 4.19], [-1.95, -3.83, 5.42], [-3.17, -4.15, 5.99], [-4.36, -3.87, 5.33], [-4.33, -3.24, 4.10], [-3.11, -2.93, 3.55], [-2.83, -1.94, 2.11], [-1.97, -2.74, 1.21], [-4.10, -1.58, 1.54], [-2.05, -0.83, 2.67], [1.52, -2.10, 4.48], [-1.01, -4.05, 5.92], [-3.21, -4.64, 6.95], [-5.31, -4.12, 5.78], [-5.23, -3.00, 3.54], [-3.38, 3.26, -6.07], [-3.82, 1.99, -5.33], [-3.87, 0.85, -6.35], [-5.24, 2.23, -4.77], [-2.89, 1.62, -4.19], [-3.09, 0.42, -3.52], [-2.22, 0.05, -2.52], [-2.51, -1.65, -1.63], [-1.12, 0.81, -2.05], [-0.29, 0.29, -1.20], [-1.02, 2.10, -2.66], [-1.86, 2.42, -3.72], [-0.02, 3.19, -2.24], [1.13, 3.23, -3.26], [0.56, 2.96, -0.85], [-0.70, 4.57, -2.21], [-4.05, 3.45, -6.91], [-2.37, 3.15, -6.45], [-3.43, 4.13, -5.41], [-4.52, 1.10, -7.19], [-4.24, -0.07, -5.90], [-2.87, 0.66, -6.74], [-5.93, 2.49, -5.57], [-5.22, 3.04, -4.05], [-5.60, 1.34, -4.27], [-3.89, -0.26, -3.76], [-1.71, 3.37, -4.21], [1.65, 2.28, -3.29], [1.85, 4.00, -2.98], [0.76, 3.45, -4.26], [1.17, 2.06, -0.83], [-0.22, 2.83, -0.11], [1.18, 3.81, -0.56], [-0.95, 4.94, -3.20], [-0.03, 5.29, -1.75], [-1.61, 4.53, -1.62], [-2.99, 2.37, 1.85], [-2.12, 1.31, 1.19], [-0.89, 1.30, 1.44], [-2.63, 0.50, 0.40], [-2.37, 3.03, 2.44], [-3.73, 1.86, 2.47], [-3.50, 2.92, 1.06], [5.00, 1.36, -2.27], [5.32, 1.62, -0.94], [4.45, 1.26, 0.07], [3.23, 0.67, -0.23], [2.92, 0.41, -1.57], [3.80, 0.75, -2.58], [2.06, 0.00, 1.04], [3.41, -0.83, 2.00], [4.41, -1.51, 1.31], [5.49, -2.07, 1.98], [5.57, -1.99, 3.36], [4.57, -1.35, 4.06], [3.50, -0.77, 3.39], [1.78, 1.41, 2.19], [2.24, 2.71, 1.97], [1.92, 3.71, 2.87], [1.14, 3.45, 3.98], [0.67, 2.16, 4.19], [0.99, 1.15, 3.30], [5.70, 1.62, -3.05], [6.27, 2.09, -0.70], [4.74, 1.43, 1.10], [1.96, -0.04, -1.80], [3.56, 0.52, -3.60], [4.37, -1.58, 0.24], [6.27, -2.57, 1.42], [6.42, -2.41, 3.88], [4.62, -1.27, 5.13], [2.75, -0.24, 3.96], [2.82, 2.94, 1.09], [2.28, 4.72, 2.69], [0.87, 4.24, 4.66], [0.04, 1.95, 5.04], [0.57, 0.16, 3.44]], "lowdin_spin": [5.07, 0.00, 0.00, 0.00, 0.00, 0.00, 0.00, 0.00, 0.00, 0.00, 0.00, 0.00, 0.00, 0.00, 0.00, 0.00, 0.00, 0.00, 0.00, 0.00, 0.00, 0.00, 0.00, 0.00, 0.00, 0.00, 0.00, -0.01, 0.00, -0.01, 0.00, 0.00, 0.00, 0.00, 0.00, 0.00, 0.00, 0.00, 0.00, 0.00, 0.00, 0.00, -0.01, 0.00, -0.01, 0.00, 0.00, 0.00, 0.00, 0.00, 0.00, 0.00, 0.00, 0.00, 0.00, 0.00, 0.00, 0.00, 0.00, 0.00, 0.00, 0.00, 0.00, 0.00, 0.00, 0.00, 0.00, 0.00, 0.00, 0.00, 0.00, 0.00, 0.00, -0.01, -0.01, 0.00, 0.00, 0.00, 0.00, 0.00, 0.00, 0.00, 0.00, 0.00, -0.01, 0.00, 0.00, 0.00, 0.00, 0.00, 0.00, 0.00, 0.00, 0.00, 0.00, 0.00, 0.00, 0.00, 0.00, 0.00, 0.00, 0.00, 0.00, 0.00, 0.00, 0.00, 0.00, 0.00, 0.00, 0.00, 0.00, 0.00]}



Which formula does entry 1 have?
C47H50N5O10PS2Tl